Computed, not measured: C8H6AlCl2CoN2O3 as an isolated structure at a distorted geometry, with ωB97M-V/def2-TZVPD.

## Properties
Net charge: +4
Calculated total energy, eV: -86737.815
HOMO-LUMO gap (alpha / beta), eV: 8.50 / 4.20
LUMO (alpha / beta), eV: -14.68 / -18.69
E_HOMO (alpha / beta), eV: -23.18 / -22.88
Multiplicity: 5
<S²>: 6.0494

Last column: Mulliken spin population.
CARTESIAN COORDINATES (ANGSTROEM)
Co1 0.41 -3.20 -2.76  2.83
Al1 0.25 0.04 0.41  0.00
Cl1 0.78 -1.26 -1.60  0.09
Cl2 -0.22 -1.39 1.87  0.00
C1 -1.72 0.73 -0.01  0.00
C2 0.67 -3.41 -4.48  -0.04
C3 -0.42 -4.29 -1.65  0.03
O1 -2.87 0.84 -0.01  0.00
O2 0.87 -3.23 -5.62  0.06
O3 -1.00 -4.75 -0.75  0.03
N1 3.78 4.32 2.72  -0.10
C4 3.09 3.34 2.11  -0.03
C5 2.95 3.27 0.70  0.28
C6 2.15 2.29 0.14  0.32
N2 1.49 1.36 0.92  -0.02
C7 1.61 1.44 2.29  0.29
C8 2.41 2.38 2.91  0.24
H1 4.27 5.03 2.20  0.00
H2 3.84 4.35 3.74  0.00
H3 3.46 4.00 0.07  0.00
H4 2.01 2.19 -0.93  0.00
H5 1.05 0.70 2.86  0.01
H6 2.46 2.40 4.00  0.00